Computed, not measured: a molecular structure, C17H11N3O5PbS, with wB97M-V/def2-TZVPD.

Atoms and positions in Å:
Pb -0.4654 -0.0687 -0.0391
O 0.1193 0.0492 6.3847
C -0.1181 0.1005 5.0829
C -1.4040 -0.0017 4.5225
C -1.5056 0.0556 3.1548
N -0.4560 0.1846 2.3433
C 0.7616 0.3162 2.8753
C 0.9751 0.2915 4.2350
C 1.8990 0.5532 1.8830
O 2.9370 1.0120 2.2845
O 1.5931 0.2880 0.6428
C -2.8004 0.0363 2.3906
O -3.8757 -0.2075 3.0698
O -2.8538 0.2528 1.1909
H -0.6764 -0.1110 6.9097
H -2.2849 -0.1086 5.1432
H 1.9749 0.4123 4.6285
S 0.7673 6.8750 -0.4405
C 0.4380 5.1409 -0.3196
C -0.8529 4.7516 0.0144
C -1.1324 3.3938 0.0233
N -0.2148 2.4705 -0.2709
C 1.0180 2.8589 -0.6159
C 1.3895 4.1909 -0.6692
C 2.2372 7.1622 0.3623
C 2.9278 6.2692 1.2087
C 4.0998 6.7146 1.7715
N 4.6056 7.9426 1.5604
C 3.9537 8.7902 0.7714
C 2.7591 8.4647 0.1514
H -1.6239 5.4670 0.2663
H -2.1250 3.0379 0.2714
H 1.7396 2.0831 -0.8346
H 2.3872 4.4592 -0.9869
H 2.5474 5.2856 1.4401
H 4.6694 6.0748 2.4338
H 4.3979 9.7678 0.6328
H 2.2471 9.1766 -0.4838

Values from the calculation:
- gap between HOMO and LUMO (spin up / spin down) (eV) = 5.17 / 6.31
- F_max (eV/Å) = 0.1
- E (eV) = -48580.9693
- ΔE to the lowest compared entry with this formula, charge and spin (kJ/mol) = 1.1
- net charge = +2
- HOMO level (spin up / spin down) (eV) = -15.482 / -15.474


Computed, not measured: a molecular structure, C53H43AlNP2Si, with wB97M-V/def2-TZVPD.

Atoms and positions in Å:
Al -0.6485 -0.4905 -0.5097
C -0.1164 0.5797 -2.8509
C 1.1058 0.3741 -3.3258
P 2.4110 0.1770 0.7868
C 3.7310 1.1912 1.5296
C 3.6376 1.7819 2.7906
C 4.6933 2.5264 3.2890
C 5.8517 2.6814 2.5362
C 5.9554 2.0906 1.2868
C 4.8955 1.3489 0.7823
C 1.9358 -1.0101 2.0893
C 2.3366 -2.3295 1.8640
C 2.1074 -3.3081 2.8186
C 1.4669 -2.9808 4.0055
C 1.0631 -1.6733 4.2390
C 1.2977 -0.6908 3.2894
P 0.5835 1.4050 0.6774
C 0.1030 2.2087 2.2228
C 0.9031 3.2299 2.7343
C 0.5615 3.8281 3.9356
C -0.5740 3.4126 4.6226
C -1.3716 2.3997 4.1098
C -1.0341 1.7935 2.9080
C 0.9816 2.7630 -0.4498
C 2.2542 2.9736 -0.9730
C 2.4789 4.0380 -1.8357
C 1.4402 4.8924 -2.1738
C 0.1724 4.6900 -1.6436
C -0.0601 3.6297 -0.7836
H -0.7476 -0.2988 -2.6815
H -0.5596 1.5578 -2.7141
H 1.7409 1.2015 -3.6155
H 1.5016 -0.6277 -3.4372
H 2.7448 1.6510 3.3889
H 4.6185 2.9820 4.2677
H 6.6775 3.2588 2.9303
H 6.8612 2.2019 0.7059
H 4.9749 0.8819 -0.1930
H 2.8245 -2.5886 0.9314
H 2.4329 -4.3241 2.6363
H 1.2872 -3.7441 4.7517
H 0.5702 -1.4128 5.1664
H 0.9921 0.3250 3.5007
H 1.7804 3.5621 2.1908
H 1.1782 4.6219 4.3358
H -0.8360 3.8830 5.5610
H -2.2541 2.0747 4.6446
H -1.6433 0.9810 2.5193
H 3.0766 2.3244 -0.7080
H 3.4713 4.2027 -2.2349
H 1.6194 5.7221 -2.8449
H -0.6403 5.3566 -1.8999
H -1.0516 3.4788 -0.3734
C -5.7116 -2.6590 -2.9860
C -4.6775 -3.2085 -2.2401
C -3.8853 -2.3906 -1.4506
C -4.1074 -1.0114 -1.3875
C -5.1559 -0.4777 -2.1407
C -5.9517 -1.2943 -2.9334
Si -3.0114 0.0095 -0.2595
C -3.3231 -0.4450 1.5376
C -2.3979 -1.1798 2.2802
C -2.6413 -1.5220 3.6048
C -3.8244 -1.1294 4.2112
C -4.7640 -0.4019 3.4893
C -4.5149 -0.0682 2.1676
C -3.2809 1.8566 -0.5117
C -3.5224 2.7305 0.5503
C -3.7013 4.0925 0.3379
C -3.6364 4.6089 -0.9481
C -3.3859 3.7598 -2.0198
C -3.2126 2.4011 -1.8008
H -6.3325 -3.2953 -3.6029
H -4.4911 -4.2741 -2.2743
H -3.0793 -2.8359 -0.8735
H -5.3710 0.5816 -2.0992
H -6.7638 -0.8644 -3.5055
H -1.4613 -1.5199 1.8377
H -1.9088 -2.0968 4.1542
H -4.0201 -1.3937 5.2423
H -5.6932 -0.1019 3.9562
H -5.2614 0.4939 1.6159
H -3.6029 2.3433 1.5581
H -3.9009 4.7478 1.1765
H -3.7870 5.6674 -1.1164
H -3.3383 4.1555 -3.0264
H -3.0287 1.7540 -2.6520
N 1.4270 -10.0615 -1.7375
C 1.2146 -8.9389 -1.6208
C 0.9491 -7.5340 -1.4750
C 0.5046 -7.0371 -0.2517
C 0.2510 -5.6860 -0.1134
C 0.4413 -4.8226 -1.1948
C 0.8840 -5.3275 -2.4187
C 1.1375 -6.6785 -2.5590
C 0.1821 -3.4248 -1.0329
C -0.0254 -2.2433 -0.8545
H 0.3582 -7.7128 0.5794
H -0.1010 -5.2885 0.8291
H 1.0262 -4.6563 -3.2544
H 1.4802 -7.0781 -3.5032

Values from the calculation:
- gap between HOMO and LUMO (eV) = 7.82
- F_max (eV/Å) = 0.9
- E (eV) = -90195.3936
- ΔE to the lowest compared entry with this formula, charge and spin (kJ/mol) = 0.0
- net charge = +1
- HOMO level (eV) = -10.732


Computed, not measured: a molecular structure, C47H45F2IMnN2O2P3S2, with wB97M-V/def2-TZVPD.

Atoms and positions in Å:
Mn -0.0046 0.0429 1.1453
F 1.0814 2.0955 5.8124
C 0.6140 2.3869 4.5637
C 0.6927 1.4484 3.5687
C 0.1969 1.7187 2.2772
C -0.2949 3.0235 2.0221
C -0.4182 3.8968 3.1069
F -1.0328 5.1116 2.9763
C 0.0222 3.6217 4.3819
C -0.5877 3.4988 0.6374
C -0.5536 4.8232 0.2781
C -1.0817 5.2083 -1.0034
C -1.1826 4.3073 -1.9895
C -0.5417 2.9799 -1.7234
N -0.8065 2.5724 -0.3538
H 1.1088 0.4762 3.8040
H -0.1006 4.3356 5.1831
H -0.2933 5.5758 1.0007
H -1.4589 6.2194 -1.1293
H -1.6796 4.5070 -2.9309
H -0.9422 2.1998 -2.3682
C -1.4435 -0.8734 6.5762
C -2.2175 0.2750 5.9571
O -3.1034 -0.1985 4.9523
P -2.6508 0.2554 3.3881
S -1.2342 -1.1489 2.8902
S -1.8370 1.1840 -0.1289
O -3.9928 -0.3874 2.6524
C -5.1158 0.4783 2.5678
C -5.4495 0.7453 1.1126
H -0.7843 -0.5059 7.3681
H -0.8381 -1.3612 5.8117
H -2.1288 -1.6109 7.0002
H -1.5166 1.0074 5.5380
H -2.8131 0.7961 6.7159
H -4.9118 1.4224 3.0884
H -5.9560 -0.0012 3.0832
H -4.6053 1.2300 0.6192
H -6.3327 1.3875 1.0311
H -5.6473 -0.1941 0.5937
C -0.0764 -1.3643 -2.0915
N 1.3499 -1.5563 -2.2602
C 2.2744 -1.0389 -1.2571
P 1.7333 0.5845 -0.5001
C 1.6363 1.6556 -2.0136
C 2.2026 1.2196 -3.1852
C 2.3110 2.0196 -4.3345
C 1.9140 3.3746 -4.2758
C 1.3569 3.8680 -3.1455
C 1.0356 3.0302 -1.9552
C 3.2837 1.2868 0.1774
C 3.1549 2.5128 0.8280
C 4.2620 3.1418 1.3764
C 5.5111 2.5416 1.2960
C 5.6388 1.3045 0.6813
C 4.5314 0.6759 0.1304
C 1.8382 -2.1435 -3.4058
C 1.0978 -2.1596 -4.6022
C 1.6033 -2.7606 -5.7427
C 2.8577 -3.3544 -5.7496
C 3.5992 -3.3382 -4.5750
C 3.1068 -2.7532 -3.4221
P -0.6224 -1.7607 -0.3600
C -2.4163 -2.0352 -0.6164
C -3.1170 -2.7623 0.3450
C -4.4695 -3.0161 0.1849
C -5.1439 -2.5419 -0.9323
C -4.4622 -1.7897 -1.8772
C -3.1070 -1.5321 -1.7162
C -0.0669 -3.5084 -0.2254
C 0.0273 -4.3651 -1.3225
C 0.4345 -5.6796 -1.1617
C 0.7435 -6.1586 0.1070
C 0.6473 -5.3170 1.2029
C 0.2487 -3.9958 1.0394
H -0.6039 -2.0175 -2.7830
H -0.3928 -0.3332 -2.2950
H 3.2540 -0.9247 -1.7192
H 2.3880 -1.7119 -0.4008
H 2.6243 0.2292 -3.2525
H 2.7524 1.6077 -5.2328
H 2.0834 4.0243 -5.1276
H 1.0726 4.9102 -3.0868
H 1.3762 3.5688 -1.0602
H 2.1724 2.9562 0.9559
H 4.1389 4.0878 1.8892
H 6.3760 3.0231 1.7371
H 6.6004 0.8057 0.6540
H 4.6478 -0.3138 -0.2890
H 0.1388 -1.6624 -4.6464
H 1.0079 -2.7444 -6.6487
H 3.2478 -3.8184 -6.6465
H 4.5758 -3.8080 -4.5457
H 3.6846 -2.8032 -2.5094
H -2.6054 -3.1050 1.2352
H -5.0006 -3.5676 0.9509
H -6.2038 -2.7349 -1.0527
H -4.9861 -1.3852 -2.7352
H -2.5994 -0.9098 -2.4407
H -0.2107 -4.0119 -2.3185
H 0.5149 -6.3283 -2.0262
H 1.0678 -7.1854 0.2339
H 0.9045 -5.6725 2.1930
H 0.2046 -3.3357 1.8967
I 2.6925 -1.6730 2.3538

Values from the calculation:
- gap between HOMO and LUMO (spin up / spin down) (eV) = 5.44 / 5.20
- F_max (eV/Å) = 0.4
- E (eV) = -150940.0176
- ΔE to the lowest compared entry with this formula, charge and spin (kJ/mol) = 292.5
- net charge = -2
- HOMO level (spin up / spin down) (eV) = -1.413 / -1.424
- expectation value of S² = 6.11
- spin multiplicity = 5


Computed, not measured: a molecular structure, C5H13O3 in a non-equilibrium geometry, with wB97M-V/def2-TZVPD.

Atoms and positions in Å:
C -1.4842 -0.5251 1.0554
O -1.0400 0.0372 2.2905
C -1.3193 0.7821 0.1262
C -0.9344 0.5173 -1.3425
C 0.4956 0.2860 -1.9246
C 1.5196 0.2773 -0.7446
O 2.7371 -0.5760 -0.9116
H -0.8974 -1.4069 0.8091
H -2.6158 -0.8844 1.0113
H -2.2835 1.3720 0.1380
H -0.6085 1.2282 0.8401
H -1.4404 1.3452 -1.9264
H -1.4432 -0.3197 -1.7944
H 0.6324 -0.5453 -2.5904
H 0.7816 1.1562 -2.5591
H 1.9667 1.1975 -0.6243
H 1.0452 -0.1021 0.1667
H 2.4723 -1.4692 -0.7293
H 0.8549 -1.4582 3.1684
H 0.2018 -0.1764 2.6576
O 1.3594 -0.7357 2.8840

Values from the calculation:
- gap between HOMO and LUMO (eV) = 7.79
- F_max (eV/Å) = 3.6
- E (eV) = -11536.5042
- ΔE to the lowest compared entry with this formula, charge and spin (kJ/mol) = 196.7
- net charge = -1
- HOMO level (eV) = -4.032


Computed, not measured: 5 unconnected molecules or ions with the total composition C41H84F5IO21P4 in a non-equilibrium geometry, with wB97M-V/def2-TZVPD.

Atoms and positions in Å:
C 1.9860 0.0315 2.8815
C 2.9705 -0.2159 1.6936
O 3.5819 1.0442 1.3147
C 3.9001 0.9526 -0.0320
O 4.8489 0.3252 -0.3673
C 3.0149 1.6143 -1.1394
C 2.5867 0.5545 -2.2341
C 2.6439 1.1073 -3.6892
C 4.1332 1.4055 -4.2177
C 4.2200 2.9553 -4.3315
C 5.4624 3.5046 -5.1109
C 6.8371 2.9338 -4.6159
I 5.5374 5.6580 -4.9119
O 5.0331 0.6981 -3.3591
C 5.2038 -0.5787 -3.8900
O 5.9186 -1.3596 -3.4505
O 4.4080 -0.7165 -5.0437
C 4.3938 0.6149 -5.5402
C 3.5387 0.9769 -6.7726
C 3.9251 0.2238 -8.0849
C 5.3972 0.4614 -8.5751
C 6.4144 -0.6406 -8.2095
F 6.9133 -0.5576 -6.9481
F 7.5007 -0.4644 -9.0598
C 5.9305 -2.1144 -8.4405
F 5.2808 -2.5210 -7.3246
F 7.0200 -2.9125 -8.5043
F 5.1864 -2.2578 -9.5337
H 2.3687 0.8328 3.5517
H 1.0125 0.3838 2.4783
H 1.8756 -0.9274 3.4320
H 2.3461 -0.5827 0.8435
H 3.7189 -1.0017 1.9378
H 2.1286 2.0283 -0.6132
H 3.5948 2.4475 -1.5802
H 1.5151 0.3285 -2.0104
H 3.1358 -0.3930 -2.0784
H 1.9943 2.0020 -3.8299
H 2.2107 0.3268 -4.3619
H 4.2094 3.4646 -3.3430
H 3.3065 3.2763 -4.8821
H 5.3564 3.2944 -6.2000
H 7.6337 3.2606 -5.3220
H 7.0228 3.3090 -3.5856
H 6.8721 1.8265 -4.5979
H 5.4243 0.9599 -5.7959
H 2.4820 0.6913 -6.5405
H 3.5148 2.0798 -6.9255
H 3.2589 0.6281 -8.8841
H 3.6361 -0.8381 -7.9618
H 5.4170 0.6978 -9.6600
H 5.7564 1.3915 -8.0664
O -2.4549 1.3168 1.2355
P -3.7564 2.0715 1.3570
O -3.7111 2.8697 -0.0842
C -4.0570 2.1560 -1.2673
C -5.5549 1.9252 -1.3676
O -3.1553 3.2962 2.2996
C -2.0220 3.0782 3.1359
C -0.7496 3.5301 2.4474
O -5.2703 2.7675 1.6336
C -6.0971 2.1369 2.6293
C -5.5147 2.2541 4.0254
H -3.5135 1.2062 -1.3040
H -3.7236 2.7613 -2.1116
H -5.8945 1.2331 -0.5913
H -5.8173 1.5012 -2.3386
H -6.1013 2.8586 -1.2283
H -1.9559 2.0332 3.4396
H -2.1682 3.6637 4.0474
H -0.6559 3.1076 1.4464
H 0.1244 3.2416 3.0351
H -0.7441 4.6160 2.3273
H -6.2482 1.0874 2.3597
H -7.0688 2.6309 2.5924
H -4.5979 1.6647 4.1214
H -6.2249 1.8905 4.7700
H -5.2584 3.2890 4.2548
O 4.9064 -4.3026 2.9197
P 6.0748 -5.2060 2.6291
O 5.3559 -6.6764 2.7799
C 4.5043 -7.1271 1.7304
C 5.2965 -7.5683 0.5118
O 6.8063 -5.1303 4.1091
C 6.5826 -4.0175 4.9701
C 5.4996 -4.3306 5.9853
O 7.4748 -5.9439 2.0587
C 8.3962 -5.1029 1.3377
C 9.0206 -4.0378 2.2189
H 3.7887 -6.3422 1.4662
H 3.9383 -7.9728 2.1233
H 5.7885 -6.7154 0.0361
H 4.6416 -8.0360 -0.2256
H 6.0777 -8.2756 0.7931
H 6.3418 -3.1218 4.3951
H 7.5220 -3.8151 5.4910
H 4.5966 -4.7196 5.5143
H 5.2396 -3.4374 6.5578
H 5.8436 -5.1000 6.6806
H 7.8789 -4.6477 0.4884
H 9.1744 -5.7554 0.9401
H 8.2769 -3.2995 2.5326
H 9.8098 -3.5093 1.6822
H 9.4402 -4.4784 3.1242
O -0.1050 0.7047 7.4340
P -0.0605 -0.6434 8.1027
O 1.2018 -1.3218 7.3010
C 2.5239 -0.9047 7.6303
C 2.9743 -1.4888 8.9584
O -1.2944 -1.3616 7.2718
C -2.3062 -0.5729 6.6545
C -1.9792 -0.3750 5.1874
O -0.1109 -1.9533 9.1584
C -0.8015 -1.7481 10.4048
C -2.2904 -1.5292 10.2135
H 2.5822 0.1881 7.6445
H 3.1801 -1.2611 6.8350
H 2.3997 -1.0641 9.7865
H 4.0305 -1.2773 9.1354
H 2.8197 -2.5683 8.9791
H -2.4361 0.3797 7.1711
H -3.2522 -1.1127 6.7493
H -0.9611 -0.0127 5.0414
H -2.6712 0.3322 4.7255
H -2.0501 -1.3263 4.6550
H -0.3503 -0.9018 10.9311
H -0.6346 -2.6405 11.0090
H -2.4882 -0.5763 9.7140
H -2.8035 -1.5143 11.1765
H -2.7228 -2.3150 9.5930
O -11.3107 1.3929 -2.8207
P -10.9446 1.9571 -4.1672
O -9.4422 1.3172 -4.3567
C -9.3285 -0.0624 -4.6934
C -9.6907 -0.3199 -6.1460
O -10.5127 3.4743 -3.6797
C -11.0210 4.0221 -2.4655
C -10.0289 3.8291 -1.3350
O -10.9016 2.5353 -5.7473
C -12.1685 2.8721 -6.3433
C -12.8313 4.0568 -5.6661
H -9.9521 -0.6635 -4.0243
H -8.2892 -0.3457 -4.5211
H -10.7562 -0.1448 -6.3194
H -9.4677 -1.3521 -6.4221
H -9.1416 0.3517 -6.8069
H -11.9940 3.5937 -2.2196
H -11.1797 5.0906 -2.6320
H -9.6976 2.7932 -1.2562
H -10.4656 4.1306 -0.3808
H -9.1346 4.4312 -1.5123
H -12.8227 1.9957 -6.3174
H -11.9725 3.1079 -7.3899
H -13.1472 3.8043 -4.6498
H -13.7156 4.3719 -6.2222
H -12.1412 4.8979 -5.5903

Values from the calculation:
- gap between HOMO and LUMO (eV) = 8.44
- F_max (eV/Å) = 9.4
- E (eV) = -145719.6170
- HOMO level (eV) = -9.625


Computed, not measured: C17H18N2O5 in the gas phase in a non-equilibrium geometry, with wB97M-V/def2-TZVPD.

Atoms and positions in Å:
C 3.8706 -2.1693 3.2187
H 4.1546 -1.1149 3.1367
O 3.8491 -2.7994 1.9623
C 2.9800 -2.3294 1.0246
C 2.1176 -1.2696 1.2140
C 1.2718 -0.8637 0.1807
C 1.3010 -1.5449 -1.0324
C 2.1566 -2.6186 -1.2395
C 3.0187 -3.0226 -0.2084
O 3.9156 -4.0443 -0.2242
C 4.2266 -4.7361 -1.4107
H 5.0336 -5.4155 -1.1355
H 3.3764 -5.3124 -1.7816
H 4.5729 -4.0600 -2.1955
O 2.1946 -3.3196 -2.4223
C 1.3519 -2.9183 -3.4727
H 1.5663 -3.6039 -4.2916
H 0.2950 -3.0036 -3.2000
H 1.5650 -1.8941 -3.7957
H 0.6373 -1.2237 -1.8188
C 0.3635 0.2462 0.3498
N 0.3426 0.9094 1.4421
N -0.4766 1.9485 1.6658
C -1.6122 2.3882 1.0203
C -2.4748 1.5352 0.3196
C -3.6124 2.0350 -0.2700
C -3.9329 3.3904 -0.1754
C -3.0994 4.2352 0.5598
C -1.9619 3.7401 1.1514
H -1.3181 4.3956 1.7208
H -3.3529 5.2793 0.6537
C -5.1484 3.8781 -0.8399
O -5.8973 3.1974 -1.5009
O -5.3761 5.1934 -0.6522
H -6.1887 5.4452 -1.1168
H -4.2833 1.3847 -0.8103
H -2.2704 0.4773 0.2760
H -0.1254 2.5441 2.4046
H -0.2671 0.4839 -0.5089
H 2.0721 -0.7277 2.1421
H 4.6229 -2.7013 3.7991
H 2.9024 -2.2443 3.7245

Values from the calculation:
- gap between HOMO and LUMO (eV) = 7.57
- F_max (eV/Å) = 1.0
- E (eV) = -31136.8478
- ΔE to the lowest compared entry with this formula, charge and spin (kJ/mol) = 388.5
- HOMO level (eV) = -7.356